The following is a quantum chemistry calculation of C31H33ClLaN2O2Si2 as an isolated structure in a non-equilibrium geometry, from the OMol25 dataset.

Summary:
Kohn-Sham gap (alpha / beta): 0.244 / 0.196 hartree
E_HOMO (alpha / beta): -9.713 / -8.772 eV
relative energy (zero: lowest compared OMol25 entry of this formula, charge and spin): 1.2 kcal/mol
total charge: +1

Each line ends with the Löwdin charge.
Element x y z (Å)
H (-0.083, 4.555, -1.266)  0.11
H (-1.298, -0.918, -1.100)  0.03
H (0.938, -4.495, 1.415)  0.11
C (-0.255, -1.435, -4.191)  -0.30
Cl (1.538, 2.156, 2.874)  -0.17
H (-2.304, 2.445, -4.039)  0.09
H (2.089, 2.821, 8.469)  0.10
C (1.397, 2.701, -5.224)  -0.08
C (0.520, -3.779, 0.697)  -0.10
H (-1.448, 4.563, -4.975)  0.10
H (-2.450, -2.867, -0.610)  0.11
H (2.738, -0.684, 6.120)  0.18
C (0.921, 1.486, -4.691)  -0.11
H (2.429, 2.758, -5.592)  0.11
H (-0.876, -2.664, 2.838)  0.09
C (0.780, -1.695, -0.626)  -0.37
Si (1.773, -0.180, -1.243)  0.86
H (-0.532, -2.272, -7.531)  0.11
H (2.209, -3.871, -4.599)  0.11
H (0.420, 2.673, 7.812)  0.10
H (-2.956, -1.232, 1.910)  0.11
H (-2.491, 0.069, -2.811)  -0.01
C (-0.125, -2.285, -6.513)  -0.08
C (-0.384, 1.408, -4.144)  -0.36
H (-0.584, 0.018, 0.683)  0.07
H (1.212, -2.414, -2.877)  0.05
H (1.667, 3.348, 6.816)  0.10
H (-1.388, -0.652, -5.886)  0.10
Si (-1.026, -0.035, -3.095)  0.86
N (1.959, -0.267, 5.623)  0.06
La (-0.633, 0.740, 3.469)  1.81
C (-2.269, -0.685, 5.163)  -0.22
C (-0.628, -1.789, -0.799)  -0.21
H (-1.517, 4.268, 0.850)  0.12
H (0.942, 4.771, -5.649)  0.10
C (-2.523, -1.121, 2.906)  -0.25
H (-1.481, -4.697, 0.818)  0.12
O (1.930, 1.286, 7.203)  0.02
C (-1.415, -1.888, 3.394)  -0.23
O (0.251, 1.225, 5.613)  -0.21
C (1.318, -2.718, 0.209)  -0.10
C (-0.842, -3.900, 0.400)  -0.09
H (-0.673, -2.209, 5.478)  0.11
C (-0.162, 3.585, -0.769)  -0.05
C (1.316, 0.783, 6.152)  -0.54
C (1.481, 2.623, 7.596)  0.02
H (1.368, -1.847, 4.521)  0.10
C (-1.390, -2.895, -0.396)  -0.08
C (-1.281, -1.629, 4.790)  -0.23
H (1.269, -3.925, -6.925)  0.11
C (0.882, -3.202, -6.186)  -0.08
H (-3.952, 0.242, 3.977)  0.11
C (0.669, 2.558, -1.259)  -0.09
C (1.385, -3.182, -4.873)  -0.08
C (-1.000, 3.422, 0.351)  -0.07
C (-1.248, 2.517, -4.324)  -0.12
C (0.617, 1.252, -0.694)  -0.35
N (1.498, -0.843, 4.377)  0.00
H (3.083, -0.141, -0.585)  -0.06
C (-0.660, -1.403, -5.551)  -0.12
C (-3.058, -0.385, 3.996)  -0.23
H (1.578, 0.605, -4.707)  0.10
C (-1.130, 2.125, 0.866)  -0.23
C (0.557, 3.819, -5.284)  -0.09
C (-0.367, 1.062, 0.329)  -0.23
H (2.253, -0.777, 3.693)  0.10
H (-1.834, 1.959, 1.713)  0.05
H (1.361, 2.762, -2.100)  0.11
C (-0.778, 3.710, -4.874)  -0.09
H (-2.448, -0.335, 6.184)  0.12
C (0.799, -2.352, -3.893)  -0.12
H (2.341, -2.642, 0.574)  0.09


The following is a quantum chemistry calculation of C31H33F3GeIrN7Se as an isolated structure in a non-equilibrium geometry, from the OMol25 dataset.

Summary:
Kohn-Sham gap (alpha / beta): 0.196 / 0.177 hartree
E_HOMO (alpha / beta): -9.906 / -9.684 eV
2S+1: 2
total charge: +1
<S²>: 0.900

Each line ends with the Löwdin spin population.
Element x y z (Å)
H (1.072, 4.387, 1.210)  0.00
H (-4.520, 1.604, 2.497)  0.00
H (5.624, 4.408, 2.290)  0.00
C (-2.603, 6.645, -2.428)  0.00
N (-1.210, -1.758, -0.299)  0.24
H (-3.394, -0.342, 0.963)  0.00
H (-0.318, -4.558, -1.998)  0.00
H (1.381, 4.406, -1.642)  0.00
Se (-0.053, 2.194, 4.266)  -0.01
H (-2.005, 7.548, -2.525)  0.00
H (3.222, 4.797, 2.309)  0.00
C (1.905, 3.719, 1.037)  0.01
H (1.350, -3.973, -1.985)  0.00
C (-2.413, 4.546, -1.056)  0.00
N (-2.330, 1.236, 0.092)  0.00
C (-0.288, 3.403, -0.733)  0.00
H (-1.247, -6.556, 0.425)  0.00
C (3.107, 3.945, 1.656)  0.00
F (-4.528, -5.234, -1.673)  0.00
C (-1.685, 3.490, -0.532)  0.01
H (-2.920, 6.346, -3.429)  0.00
N (0.442, 2.358, -0.268)  0.08
C (1.698, 2.595, 0.208)  0.01
C (-1.807, 5.548, -1.808)  0.01
H (1.021, -5.699, -2.042)  0.00
C (-3.231, 2.887, 1.263)  -0.01
H (-3.492, 6.862, -1.843)  0.00
H (3.023, -5.973, 0.512)  0.00
H (-1.624, -2.027, 1.685)  0.04
C (-1.328, -2.657, 0.821)  0.06
C (0.053, -3.198, 1.245)  0.04
H (-3.478, 4.583, -0.875)  0.00
C (3.273, -1.025, -2.229)  0.00
C (0.017, 1.072, 2.966)  -0.01
N (-2.365, 2.563, 0.283)  0.00
C (-3.182, -3.754, -0.390)  0.03
H (6.316, 2.926, 1.604)  0.00
Ge (0.731, -4.876, 0.355)  0.00
C (5.477, 3.338, 2.158)  0.00
F (-5.476, -4.091, -0.109)  0.00
C (2.623, -5.051, 0.924)  0.00
F (-4.192, -5.752, 0.391)  0.00
H (0.265, -7.347, 0.824)  0.00
Ir (-0.287, 0.297, 0.040)  -0.09
C (3.759, 0.043, -1.513)  -0.01
C (-3.032, -2.819, -1.438)  0.31
N (2.719, 0.625, -0.877)  0.00
C (2.792, 1.718, 0.006)  0.01
H (0.766, -2.385, 1.095)  0.00
C (-0.319, -6.443, 0.978)  0.00
C (-3.796, 1.717, 1.719)  0.00
H (-1.875, -1.156, -2.125)  0.00
N (0.038, 0.275, 2.095)  0.00
C (-0.425, 5.479, -1.992)  0.00
C (4.001, 1.973, 0.643)  0.00
C (-3.209, 0.714, 0.948)  -0.01
H (0.030, -3.410, 2.314)  0.00
H (3.233, -4.227, 0.564)  0.00
H (5.466, 2.881, 3.148)  0.00
C (0.315, 4.448, -1.470)  0.01
C (4.183, 3.075, 1.466)  0.01
H (3.832, -1.706, -2.836)  0.00
C (-4.335, -4.724, -0.452)  0.00
H (1.149, -1.690, -2.361)  0.00
H (0.071, 6.251, -2.563)  0.00
H (-0.549, -6.378, 2.037)  0.00
H (-2.484, -4.390, 1.520)  0.01
H (4.829, 1.295, 0.500)  0.00
N (1.582, -0.023, -1.172)  0.00
H (-3.687, -2.832, -2.294)  0.02
H (2.722, -5.101, 2.005)  0.00
C (0.684, -4.752, -1.625)  0.00
H (-3.355, 3.902, 1.584)  0.00
H (4.758, 0.418, -1.456)  0.00
C (-2.368, -3.706, 0.693)  0.21
C (1.901, -1.025, -1.982)  -0.01
C (-2.016, -1.874, -1.324)  0.03